This record from the OMol25 dataset describes a molecular structure, C51H62AsBrHgN3O5Si at a distorted geometry. The level of theory is wB97M-V/def2-TZVPD.

- energy relative to the best compared isomer or geometry (same formula, charge and spin) (kJ/mol) = 0.00
- multiplicity = 2
- total charge = -2
- HOMO (spin up / spin down) (eV) = -0.91 / -3.48
- maximum force (hartree/bohr) = 0.0197
- orbital gap (spin up / spin down) (Ha) = 0.1744 / 0.2687
- <S²> = 0.76

The geometry in XYZ format:
```
125
Properties=species:S:1:pos:R:3:mulliken_charge:R:1
Hg 0.408 -0.593 0.153 1.103
O -2.345 0.561 1.874 -0.692
H -2.549 0.092 1.055 0.408
H -1.640 1.180 1.566 0.033
O 1.238 1.549 2.901 -0.568
H 0.645 1.856 2.160 0.220
H 0.771 0.785 3.255 0.266
N 1.332 -0.206 -2.677 -0.602
C 1.652 0.130 -1.549 -0.336
H 0.572 -0.846 -2.917 0.147
C 5.400 -1.008 -0.317 -1.010
C 5.419 -0.507 1.127 -0.986
As 3.657 0.222 1.667 0.889
C 3.804 1.959 0.757 0.417
C 4.855 2.930 1.284 -1.429
C 4.217 0.721 3.482 -0.762
C 3.960 -0.443 4.440 -1.123
H 6.368 -1.419 -0.621 0.399
H 5.144 -0.208 -1.013 0.272
H 4.646 -1.786 -0.450 0.075
H 6.204 0.243 1.271 0.448
H 5.640 -1.333 1.809 0.459
H 2.808 2.397 0.824 -0.638
H 3.968 1.730 -0.297 0.495
H 4.653 3.216 2.316 0.314
H 4.869 3.848 0.688 0.362
H 5.860 2.501 1.247 0.300
H 3.622 1.584 3.776 0.303
H 5.273 1.007 3.487 0.485
H 2.894 -0.678 4.484 0.168
H 4.299 -0.217 5.455 0.388
H 4.471 -1.354 4.115 0.280
O -0.432 2.267 0.884 0.456
Si -1.219 3.649 0.922 -1.481
C -2.734 3.763 -0.220 0.464
C -2.861 4.694 -1.252 -0.235
C -4.021 4.780 -2.017 -0.544
C -5.082 3.922 -1.768 -0.649
C -4.970 2.967 -0.764 -0.785
C -3.811 2.891 -0.004 -0.051
C -0.111 5.115 0.458 0.117
C 1.113 4.889 -0.175 -0.439
C 1.943 5.943 -0.541 -0.673
C 1.557 7.251 -0.284 -0.375
C 0.342 7.499 0.343 -0.747
C -0.477 6.440 0.712 -0.069
C -1.891 4.092 2.644 1.065
C -3.182 4.560 2.900 -0.071
C -3.616 4.831 4.194 -0.738
C -2.762 4.631 5.268 -0.374
C -1.472 4.169 5.039 -0.817
C -1.043 3.908 3.745 -0.417
H -2.043 5.375 -1.459 0.335
H -4.093 5.516 -2.809 0.334
H -5.991 3.993 -2.355 0.282
H -5.786 2.279 -0.574 0.415
H -3.736 2.142 0.777 0.508
H 1.411 3.867 -0.383 0.370
H 2.890 5.742 -1.027 0.393
H 2.199 8.075 -0.572 0.345
H 0.035 8.519 0.546 0.375
H -1.417 6.645 1.214 0.382
H -3.868 4.714 2.075 0.347
H -4.623 5.196 4.363 0.372
H -3.102 4.823 6.279 0.348
H -0.799 4.004 5.873 0.393
H -0.038 3.533 3.587 0.297
C 3.249 -4.527 -2.982 -1.713
C 1.861 -4.829 -3.491 1.411
C 1.562 -4.547 -4.818 -1.011
C 0.282 -4.768 -5.305 -1.020
C -0.693 -5.258 -4.463 -0.731
C -0.409 -5.559 -3.130 0.525
N -1.457 -6.101 -2.359 -0.109
C -1.691 -5.626 -1.020 -0.781
C -1.929 -6.553 -0.014 -0.547
C -2.143 -6.133 1.292 -0.719
C -2.104 -4.776 1.592 -0.667
C -1.872 -3.855 0.582 0.220
C -1.679 -4.265 -0.732 0.340
C -1.487 -3.224 -1.822 0.085
O -2.382 -3.172 -2.694 -0.713
O -0.451 -2.528 -1.723 -0.057
C 0.886 -5.361 -2.635 0.962
C 1.231 -5.675 -1.203 -1.504
H 3.852 -4.086 -3.776 0.408
H 3.760 -5.427 -2.630 0.373
H 3.219 -3.821 -2.150 0.238
H 2.328 -4.128 -5.460 0.291
H 0.036 -4.520 -6.331 0.347
H -1.713 -5.370 -4.814 0.234
H -2.316 -6.034 -2.889 0.455
H -1.921 -7.607 -0.269 0.428
H -2.317 -6.862 2.074 0.373
H -2.244 -4.434 2.610 0.470
H -1.830 -2.799 0.809 0.657
H 0.734 -6.585 -0.867 0.316
H 0.914 -4.869 -0.536 0.113
H 2.304 -5.811 -1.078 0.518
C -3.998 -0.393 -3.800 -1.697
C -2.670 0.341 -3.572 2.983
C -1.590 -0.255 -4.481 -1.649
C -2.813 1.845 -3.822 -1.565
C -2.320 0.149 -2.148 -1.352
N -2.105 -0.011 -1.033 0.153
H -4.328 -0.217 -4.827 0.440
H -4.766 -0.030 -3.114 0.321
H -3.854 -1.463 -3.645 0.321
H -1.976 -0.271 -5.504 0.482
H -1.345 -1.272 -4.172 0.093
H -0.692 0.364 -4.468 0.377
H -3.016 2.009 -4.883 0.489
H -1.895 2.369 -3.554 0.364
H -3.627 2.272 -3.234 0.127
Br 1.009 -4.598 5.592 -0.259
C 0.775 -3.448 4.082 -0.246
C -0.146 -2.422 4.149 -0.604
C -0.325 -1.601 3.033 -0.345
C 0.416 -1.786 1.865 0.039
C 1.345 -2.829 1.853 -0.157
C 1.527 -3.671 2.943 -0.697
H -0.723 -2.262 5.051 0.490
H -1.074 -0.820 3.074 0.543
H 1.948 -3.004 0.968 0.448
H 2.241 -4.483 2.907 0.493
```

***

This record from the OMol25 dataset describes a molecular structure, C51H67BrGaGeIN6O2Sb2. The level of theory is wB97M-V/def2-TZVPD.

- energy relative to the best compared isomer or geometry (same formula, charge and spin) (kJ/mol) = 149.52
- multiplicity = 1
- total charge = +2
- HOMO (spin up / spin down) (eV) = -12.27 / -11.74
- maximum force (hartree/bohr) = 0.0141
- orbital gap (spin up / spin down) (Ha) = 0.2599 / 0.1729

The geometry in XYZ format:
```
132
Properties=species:S:1:pos:R:3:mulliken_charge:R:1
Ga 0.731 -0.840 1.626 -0.642
C -5.852 2.775 0.672 -1.197
Sb -3.723 2.775 0.381 0.488
C -3.800 2.184 -1.682 -1.271
C -3.658 4.927 -0.122 -1.566
C -3.255 5.712 1.064 0.940
C -4.198 6.001 2.053 -0.640
C -3.847 6.652 3.219 -0.623
C -2.519 7.034 3.445 -0.737
C -1.571 6.765 2.492 -0.617
C -1.913 6.125 1.281 1.042
C -0.881 5.895 0.295 -1.932
Sb -0.115 3.715 0.478 1.189
C -0.169 3.481 2.594 -1.027
C 1.948 4.248 0.292 -1.442
H -6.316 3.471 -0.025 0.450
H -6.098 3.053 1.695 0.359
H -6.225 1.770 0.479 0.313
H -4.505 2.822 -2.213 0.465
H -4.129 1.147 -1.755 0.394
H -2.813 2.276 -2.135 0.279
H -4.677 5.149 -0.433 0.714
H -2.993 5.026 -0.976 0.417
H -5.229 5.710 1.890 0.451
H -4.603 6.875 3.960 0.435
H -2.248 7.548 4.357 0.433
H -0.544 7.075 2.646 0.406
H 0.054 6.418 0.493 0.674
H -1.179 5.977 -0.745 0.601
H 0.636 4.062 3.042 0.399
H -0.041 2.423 2.817 0.199
H -1.128 3.821 2.979 0.350
H 2.162 5.037 1.012 0.526
H 2.160 4.606 -0.714 0.445
H 2.575 3.384 0.507 0.261
C 3.097 0.958 2.725 -1.050
N 4.042 -0.089 2.419 0.182
C 5.441 0.088 2.788 -0.725
C 6.043 -1.270 2.456 -0.658
N 4.870 -2.134 2.341 0.278
C 5.052 -3.570 2.499 -1.133
C 3.733 -1.401 2.233 0.604
N 2.510 -1.831 1.993 0.077
C 2.291 -3.264 1.741 -0.101
C 0.987 -3.453 0.982 -1.341
N -0.055 -2.699 1.686 0.247
C -0.968 -3.317 2.410 0.463
N -1.513 -2.805 3.524 0.249
C -1.042 -1.630 4.224 -1.254
C -2.486 -3.715 4.123 -0.640
C -2.526 -4.881 3.129 -0.553
N -1.495 -4.538 2.147 0.113
C -1.566 -5.145 0.826 -1.030
H 2.395 0.656 3.510 0.320
H 2.541 1.283 1.850 0.116
H 3.660 1.816 3.092 0.570
H 5.530 0.332 3.851 0.391
H 5.891 0.892 2.208 0.389
H 6.702 -1.634 3.242 0.528
H 6.598 -1.253 1.515 0.222
H 6.026 -3.722 2.959 0.416
H 5.047 -4.103 1.549 0.304
H 4.307 -3.997 3.164 0.384
H 2.229 -3.813 2.684 0.127
H 3.088 -3.682 1.133 0.251
H 0.777 -4.514 0.892 0.794
H 1.104 -3.046 -0.025 -0.114
H 0.046 -1.644 4.319 0.351
H -1.474 -1.631 5.223 0.474
H -1.345 -0.710 3.722 0.419
H -3.455 -3.229 4.240 0.323
H -2.137 -4.032 5.107 0.395
H -3.492 -4.958 2.627 0.344
H -2.309 -5.837 3.604 0.334
H -2.605 -5.398 0.610 0.366
H -0.972 -6.059 0.771 0.296
H -1.228 -4.445 0.068 0.401
O 0.942 -0.704 -0.391 0.052
C 0.823 0.550 -0.519 0.996
O 0.689 1.255 0.534 -1.300
C 0.821 1.192 -1.875 -0.421
C 0.495 0.251 -3.033 -1.813
Ge 2.036 -0.712 -3.800 1.901
C 1.389 -2.228 -4.835 0.342
C 2.200 -3.327 -5.114 -0.135
C 1.755 -4.344 -5.948 -0.699
C 0.491 -4.274 -6.516 -0.504
C -0.325 -3.184 -6.252 -0.707
C 0.123 -2.169 -5.419 -0.682
C 3.417 -1.319 -2.554 0.488
C 3.393 -2.617 -2.039 -0.432
C 4.469 -3.116 -1.318 -1.059
C 5.574 -2.311 -1.072 -0.759
C 5.597 -1.007 -1.544 -1.197
C 4.530 -0.522 -2.291 -0.332
C 2.919 0.553 -5.003 0.153
C 4.094 0.145 -5.640 -0.284
C 4.723 0.960 -6.569 -0.771
C 4.186 2.203 -6.876 -0.492
C 3.024 2.626 -6.251 -0.750
C 2.396 1.804 -5.322 -0.143
H 1.803 1.663 -2.007 0.232
H 0.100 2.013 -1.812 -0.183
H 0.122 0.854 -3.862 0.754
H -0.304 -0.439 -2.758 0.488
H 3.196 -3.391 -4.691 0.336
H 2.399 -5.188 -6.160 0.415
H 0.145 -5.064 -7.169 0.395
H -1.308 -3.121 -6.702 0.416
H -0.526 -1.320 -5.230 0.294
H 2.545 -3.260 -2.248 0.763
H 4.464 -4.149 -0.987 0.565
H 6.434 -2.710 -0.547 0.588
H 6.465 -0.382 -1.373 0.485
H 4.587 0.478 -2.708 0.526
H 4.522 -0.827 -5.414 0.365
H 5.629 0.624 -7.056 0.417
H 4.671 2.838 -7.606 0.394
H 2.601 3.593 -6.490 0.413
H 1.487 2.159 -4.849 0.213
Br -7.362 -1.485 -0.748 -0.124
C -7.664 -1.195 1.092 0.234
C -8.969 -1.269 1.560 -0.416
C -9.241 -1.052 2.901 -0.511
C -8.212 -0.755 3.782 -0.631
C -6.907 -0.680 3.320 -0.472
C -6.632 -0.905 1.977 0.112
I -4.640 -0.787 1.352 0.229
H -9.767 -1.495 0.867 0.405
H -10.261 -1.113 3.253 0.392
H -8.420 -0.578 4.828 0.389
H -6.101 -0.440 4.001 0.399
```

***

This record from the OMol25 dataset describes 6 unconnected molecules or ions with the total composition C51H68F10N10O14PS3 at a distorted geometry. The level of theory is wB97M-V/def2-TZVPD.

- multiplicity = 1
- total charge = +1
- HOMO (eV) = -10.76
- maximum force (hartree/bohr) = 0.0465
- orbital gap (Ha) = 0.3045

The geometry in XYZ format:
```
157
Properties=species:S:1:pos:R:3:mulliken_charge:R:1
C 4.844 -1.399 1.496 -1.831
C 3.955 -1.219 0.259 1.677
C 2.708 -2.097 0.346 -1.106
N 1.567 -1.596 -0.401 1.099
C 0.980 -2.426 -1.408 0.218
C 0.204 -3.528 -0.611 -1.405
C -0.476 -3.041 0.666 -1.413
C -1.427 -1.860 0.557 1.096
C -2.160 -1.467 1.849 -1.666
C -1.363 -1.202 3.100 0.772
F -0.790 -2.375 3.525 -0.339
F -2.207 -0.829 4.106 -0.336
C -0.182 -0.190 3.027 0.376
F 0.601 -0.396 1.943 -0.134
F 0.598 -0.399 4.125 -0.324
S -0.654 1.657 3.098 1.328
F -0.248 1.869 1.568 -0.307
F -2.136 1.361 2.631 -0.267
F -1.053 1.512 4.606 -0.323
F 0.833 2.013 3.507 -0.381
F -1.024 3.188 3.171 -0.313
C 0.081 -1.645 -2.452 0.188
C -1.321 -2.121 -2.754 -0.659
C -2.476 -1.047 -2.994 -0.121
N -2.171 0.314 -2.644 -0.502
N -3.647 -1.389 -2.179 -0.466
N -2.930 -1.154 -4.379 -0.220
N 0.962 -1.430 -3.684 0.640
C 1.935 -0.264 -3.612 -1.134
O 2.529 -0.128 -2.382 0.067
C 2.940 1.219 -2.050 -1.330
C 1.879 2.101 -1.428 0.430
O 1.439 3.073 -2.369 -0.487
C 0.520 4.015 -1.786 0.490
C -0.603 4.374 -2.752 -1.324
P 0.125 -1.099 -5.323 0.427
S -0.355 -2.629 -6.353 -0.238
C 1.662 -2.735 -3.820 -2.009
C 2.019 -3.131 -2.383 0.552
F 3.344 -2.790 -2.211 -0.312
S 2.099 -4.968 -2.523 1.608
C 2.966 -5.612 -1.110 -0.989
O 2.961 -5.180 -3.653 -0.761
O 0.788 -5.533 -2.668 -0.702
H 4.941 -0.490 2.080 0.478
H 5.840 -1.700 1.203 0.322
H 4.431 -2.175 2.129 0.463
H 4.554 -1.510 -0.597 0.292
H 3.702 -0.174 0.100 -1.050
H 2.455 -2.145 1.406 0.713
H 3.000 -3.085 0.018 -0.216
H 1.561 -0.611 -0.574 -0.511
H -0.477 -4.102 -1.226 0.791
H 0.953 -4.232 -0.267 0.054
H 0.265 -2.842 1.428 0.278
H -1.050 -3.882 1.055 0.692
H -2.207 -2.127 -0.144 1.047
H -0.887 -0.992 0.184 -0.819
H -2.850 -2.270 2.093 0.719
H -2.789 -0.626 1.607 0.109
H 0.035 -0.647 -2.012 0.036
H -1.681 -2.806 -2.006 0.850
H -1.276 -2.731 -3.656 0.357
H -1.272 0.646 -2.970 0.145
H -2.169 0.452 -1.641 0.231
H -3.836 -2.380 -2.180 0.319
H -3.588 -1.008 -1.247 -0.249
H -2.918 -0.231 -4.795 0.437
H -3.914 -1.388 -4.334 0.167
H 1.419 0.649 -3.918 0.855
H 2.682 -0.475 -4.378 0.385
H 3.392 1.707 -2.910 0.691
H 3.728 1.098 -1.322 0.112
H 1.022 1.514 -1.085 -0.244
H 2.319 2.642 -0.592 0.657
H 1.052 4.930 -1.542 0.372
H 0.135 3.581 -0.868 -0.228
H -0.701 5.441 -2.886 0.294
H -0.411 3.885 -3.700 0.333
H -1.535 3.954 -2.405 0.359
H -0.851 -0.144 -5.032 0.112
H 1.145 -0.394 -5.967 0.178
H 1.004 -3.526 -4.177 0.917
H 2.499 -2.676 -4.499 0.154
H 3.743 -4.903 -0.845 0.082
H 3.408 -6.524 -1.485 0.605
H 2.277 -5.779 -0.296 0.390
C 6.224 5.958 1.854 -0.470
C 5.914 5.459 0.596 -0.704
C 5.685 4.105 0.423 -0.091
C 5.767 3.270 1.523 0.164
C 6.079 3.746 2.782 -0.391
C 6.310 5.101 2.944 -0.519
N 5.504 1.835 1.352 1.057
O 5.245 1.434 0.229 -0.610
O 5.552 1.129 2.331 -0.647
H 6.400 7.017 1.986 0.403
H 5.851 6.127 -0.252 0.402
H 5.446 3.711 -0.553 0.470
H 6.143 3.075 3.625 0.453
H 6.555 5.491 3.922 0.396
C 7.717 -6.453 4.915 -0.438
C 6.434 -5.934 4.796 -0.592
C 6.015 -5.386 3.596 -0.125
C 6.894 -5.371 2.529 0.142
C 8.177 -5.877 2.628 -0.496
C 8.587 -6.421 3.833 -0.430
N 6.450 -4.809 1.247 0.996
O 5.325 -4.349 1.187 -0.476
O 7.227 -4.827 0.319 -0.628
H 8.039 -6.884 5.853 0.393
H 5.759 -5.958 5.640 0.379
H 5.020 -4.980 3.497 0.423
H 8.847 -5.851 1.782 0.458
H 9.585 -6.823 3.928 0.383
C -8.468 -4.366 -1.805 -0.454
C -8.831 -3.050 -1.551 -0.516
C -8.240 -2.017 -2.258 -0.306
C -7.292 -2.325 -3.214 0.055
C -6.912 -3.627 -3.479 -0.221
C -7.507 -4.654 -2.765 -0.558
N -6.674 -1.234 -3.979 1.226
O -7.003 -0.101 -3.721 -0.640
O -5.852 -1.535 -4.828 -0.750
H -8.937 -5.170 -1.254 0.402
H -9.578 -2.828 -0.802 0.393
H -8.515 -0.992 -2.065 0.443
H -6.167 -3.843 -4.231 0.491
H -7.225 -5.678 -2.961 0.398
C -7.083 3.399 3.212 -0.444
C -5.742 3.155 2.947 -0.666
C -5.377 2.090 2.142 -0.033
C -6.368 1.286 1.611 0.032
C -7.708 1.509 1.866 -0.433
C -8.063 2.574 2.675 -0.517
N -5.988 0.170 0.735 0.991
O -4.798 -0.020 0.542 -0.620
O -6.867 -0.498 0.246 -0.574
H -7.366 4.235 3.837 0.400
H -4.980 3.799 3.365 0.493
H -4.337 1.897 1.932 0.407
H -8.465 0.866 1.442 0.483
H -9.106 2.764 2.884 0.384
C -2.862 8.614 3.741 -0.487
C -2.292 7.361 3.555 -0.430
C -1.653 7.060 2.364 -0.348
C -1.593 8.027 1.377 0.095
C -2.158 9.277 1.540 -0.534
C -2.798 9.568 2.734 -0.390
N -0.898 7.715 0.119 1.014
O -0.435 6.597 -0.003 -0.593
O -0.830 8.582 -0.722 -0.611
H -3.355 8.849 4.675 0.393
H -2.341 6.619 4.340 0.417
H -1.207 6.090 2.211 0.622
H -2.102 10.015 0.754 0.448
H -3.244 10.542 2.880 0.386
```